No. 1
The following is a DFT calculation (wB97M-V/def2-TZVPD) of a 4-piece molecular cluster, C2H12O3S overall in a non-equilibrium geometry.

ΔE to the lowest compared entry with this formula, charge and spin   47.59 kcal per mole
Electronic energy   -19244.6731 eV
Lowest unoccupied orbital energy   -0.0004 Ha
Kohn-Sham gap   9.40 eV

```
! RIJCOSX wB97M-V def2-TZVPD def2/J DEFGRID3
* xyz 0 1
C -0.5676 -2.5346 1.0667
S 0.1444 -0.6121 0.6254
C 0.9442 -1.5844 -1.1006
H -0.9796 -2.9584 0.1635
H 0.4051 -2.8967 1.4045
H -1.2705 -2.2445 1.8431
H 1.6725 -0.8233 -1.4049
H 0.1660 -1.7997 -1.8113
H 1.3623 -2.5090 -0.7068
H -0.7786 1.2665 -2.1779
H -0.5058 0.0325 -1.4409
O -0.6208 0.3300 -2.3757
H -0.8506 1.2474 1.8447
H -0.0144 1.9874 2.8990
O -0.3520 2.0585 1.9969
H -0.0600 2.6123 -0.0357
H 0.9970 1.7008 -0.5705
O 0.4176 2.4129 -0.8501
*
```

***

No. 2
The following is a DFT calculation (wB97M-V/def2-TZVPD) of a 4-piece molecular cluster, C2H12O3S overall in a non-equilibrium geometry.

ΔE to the lowest compared entry with this formula, charge and spin   17.07 kcal per mole
Electronic energy   -19245.9966 eV
Lowest unoccupied orbital energy   0.0204 Ha
Kohn-Sham gap   9.79 eV

```
! RIJCOSX wB97M-V def2-TZVPD def2/J DEFGRID3
* xyz 0 1
C -2.0477 -1.3643 -1.8163
C -0.6801 -0.8463 -1.3763
S -0.5022 -0.6720 0.4428
H -2.3507 -0.9042 -2.7544
H -2.7917 -1.0935 -1.0689
H -2.0521 -2.4411 -1.8981
H 0.1094 -1.5449 -1.6498
H -0.4090 0.1051 -1.8244
H -0.5455 0.6584 0.5685
H 4.3394 -0.8547 0.3689
H 3.2662 0.2374 0.6240
O 4.1658 0.0876 0.3052
H -1.8131 1.0585 3.6285
H -2.0527 1.6393 5.0540
O -2.2613 1.7511 4.1208
H 1.1795 1.4064 -1.2013
H 2.5960 1.1787 -0.9939
O 1.8497 1.5985 -0.5292
*
```

***

No. 3
The following is a DFT calculation (wB97M-V/def2-TZVPD) of a 4-piece molecular cluster, C2H12O3S2 overall in a non-equilibrium geometry.

ΔE to the lowest compared entry with this formula, charge and spin   15.62 kcal per mole
Electronic energy   -30081.5520 eV
Lowest unoccupied orbital energy   0.0135 Ha
Kohn-Sham gap   9.21 eV

```
! RIJCOSX wB97M-V def2-TZVPD def2/J DEFGRID3
* xyz 0 1
C -1.4646 0.4199 -0.9321
C -1.3568 1.7012 -0.1236
S -2.1549 1.5602 1.4902
S -1.1458 0.4755 2.8397
H -2.4486 0.2700 -1.3917
H -1.2617 -0.4165 -0.2665
H -0.8238 0.3738 -1.8132
H -1.7610 2.6040 -0.5717
H -0.2858 1.8091 0.0645
H -0.1032 1.2013 3.2565
H 0.4950 -2.4107 -1.9400
H 1.5443 -2.0143 -0.8368
O 1.1828 -1.8087 -1.7043
H 1.3883 0.5113 -1.3035
H 2.7309 0.7826 -0.5246
O 1.7842 0.8996 -0.5201
H 1.2672 -1.3285 1.7734
H 0.8058 -2.5863 1.2460
O 1.6076 -2.0437 1.2578
*
```

***

No. 4
The following is a DFT calculation (wB97M-V/def2-TZVPD) of a 4-piece molecular cluster, C2H12O3S2 overall in a non-equilibrium geometry.

ΔE to the lowest compared entry with this formula, charge and spin   89.75 kcal per mole
Electronic energy   -30078.3376 eV
Lowest unoccupied orbital energy   0.0013 Ha
Kohn-Sham gap   7.72 eV

```
! RIJCOSX wB97M-V def2-TZVPD def2/J DEFGRID3
* xyz 0 1
C 1.6673 -0.8388 -1.3231
C 0.4692 -1.6046 -2.1142
S 0.1410 -3.0971 -0.9536
S -0.7146 -3.0493 0.7372
H 2.4980 -1.5616 -1.4108
H 1.5296 -0.8383 -0.2141
H 2.0969 -0.0743 -1.7115
H 0.9628 -1.8207 -3.1450
H -0.6777 -1.3139 -2.1228
H -0.1172 -2.2047 1.6538
H -0.3748 3.4444 -1.1674
H 0.1917 3.3979 0.1264
O -0.4371 2.8272 -0.4288
H -2.1250 2.4427 0.8956
H -1.2430 2.5519 2.2917
O -2.0678 2.2244 1.8230
H -0.5494 0.2378 2.9170
H -1.0046 -0.2021 1.7393
O -0.2453 -0.5208 2.4074
*
```